<A>
Below is a single C5H7FN2 molecule, with properties calculated with ωB97M-V/def2-TZVPD.

```
! wB97M-V def2-TZVPD RIJCOSX def2/J DEFGRID3
* xyz 0 1
F 2.6643 -0.1665 -0.3764
C 1.4077 0.3811 -0.4804
C 0.6712 0.0704 0.7840
C -0.5167 -0.9129 0.8395
N -1.1229 -1.2568 -0.4053
C -1.5974 -0.1868 -0.9109
N -1.3420 1.0254 -0.2439
C -0.6866 0.6622 0.9191
H 1.2656 1.6429 -0.6239
H 0.8542 -0.2300 -1.2902
H 1.2413 0.2019 1.7317
H -0.6143 -1.6828 1.6121
H -2.2281 -0.0705 -1.8333
H -1.8417 2.0428 -0.3684
H -1.0711 1.1296 1.7960
*
```

The value obtained for the LUMO energy is 0.684 eV. The SMILES is FC[C@@H]1[C@@H]2N=CN[C@H]12. The value obtained for the HOMO energy is -8.875 eV. Its frontier orbital gap is 9.6 eV.

Results of the natural (NBO) charge analysis, in e, for atoms 1 through 6:
1 F -0.360
2 C 0.049
3 C -0.305
4 C -0.083
5 N -0.472
6 C 0.248

<B>
Below is a single C5H7FN2 molecule, with properties calculated with ωB97M-V/def2-TZVPD.

```
! wB97M-V def2-TZVPD RIJCOSX def2/J DEFGRID3
* xyz 0 1
H -2.8720 0.6905 0.8704
N -2.6235 -0.3137 0.8246
C -1.3682 -0.1002 0.3984
C -0.7824 1.2052 -0.0614
C 0.6243 1.3312 0.0198
C 1.4919 -0.0054 0.1211
F 2.0893 -0.1204 1.3318
C 0.7737 -1.1589 -0.4824
N -0.4971 -1.3002 0.1297
H -1.2809 2.0852 -0.4737
H 0.9782 2.3497 -0.3771
H 2.4545 0.2933 -0.5091
H 0.8329 -0.9230 -1.6029
H 1.4387 -2.0534 -0.1166
H -1.2593 -1.9798 -0.0727
*
```

The value obtained for the LUMO energy is 0.179 eV. The SMILES is [H]/N=C1\C=C[C@@H](F)CN1. The value obtained for the HOMO energy is -9.206 eV. Its frontier orbital gap is 9.4 eV.

Results of the natural (NBO) charge analysis, in e, for atoms 1 through 6:
1 H 0.333
2 N -0.651
3 C 0.389
4 C -0.289
5 C -0.180
6 C 0.179

Q: Which of them is the least stable? A: <A>.

<A>
Below is 2 unconnected molecules or ions with the total composition CH6N2O, with properties calculated with ωB97M-V/def2-TZVPD.

```
! wB97M-V def2-TZVPD RIJCOSX def2/J DEFGRID3
* xyz 0 1
C 2.7697 0.2772 -0.2289
O 1.9232 -0.2780 0.3829
H 3.6746 -0.3334 -0.5202
H 2.8148 1.3611 -0.4477
N -1.9423 -0.6972 -0.2155
N -2.3896 0.6574 0.0018
H -1.1289 -0.5696 -0.7391
H -1.4887 -0.9708 0.6814
H -2.2344 0.9063 1.0378
H -3.3176 0.4462 -0.2061
*
```

The value obtained for the LUMO energy is 0.827 eV. The SMILES is C=O.NN. The value obtained for the HOMO energy is -9.132 eV. Its frontier orbital gap is 10.0 eV.

Results of the natural (NBO) charge analysis, in e, for atoms 1 through 6:
1 C 0.286
2 O -0.496
3 H 0.098
4 H 0.113
5 N -0.661
6 N -0.681

<B>
Below is 2 unconnected molecules or ions with the total composition CH6N2O, with properties calculated with ωB97M-V/def2-TZVPD.

```
! wB97M-V def2-TZVPD RIJCOSX def2/J DEFGRID3
* xyz 0 1
C -0.0562 0.2732 -0.4998
N 0.3466 -0.1058 0.7627
N -0.3745 -1.4420 -0.1160
O 0.4163 1.9859 0.2626
H 1.3724 2.1181 0.2383
H -0.3710 0.1606 1.4357
H -1.3038 -1.7047 0.1906
H 0.3419 -2.1424 -0.2488
H 0.6759 0.2115 -1.2943
H -1.0475 0.6457 -0.7309
*
```

The value obtained for the LUMO energy is 0.544 eV. The value obtained for the HOMO energy is -8.511 eV. Its frontier orbital gap is 9.1 eV.

Results of the natural (NBO) charge analysis, in e, for atoms 1 through 6:
1 C 0.085
2 N -0.336
3 N -0.735
4 O -1.003
5 H 0.440
6 H 0.371

<C>
Below is 2 unconnected molecules or ions with the total composition CH6N2O, with properties calculated with ωB97M-V/def2-TZVPD.

```
! wB97M-V def2-TZVPD RIJCOSX def2/J DEFGRID3
* xyz 0 1
C 0.1529 0.6599 1.7654
N -0.7102 0.3263 0.8383
O -1.8262 0.9224 0.6395
H -0.2754 1.2248 2.6390
H 1.0282 0.1378 1.7203
H -0.3845 -0.2042 -0.0930
N 0.3496 -0.7592 -1.6518
H 0.6794 0.1461 -2.0680
H -0.1548 -1.2226 -2.3545
H 1.1410 -1.2312 -1.4353
*
```

The value obtained for the LUMO energy (spin up / spin down) is 0.635 / 0.635 eV. The SMILES is C=[NH+][O-].N. The value obtained for the HOMO energy (spin up / spin down) is -8.311 / -8.310 eV. Its frontier orbital gap (spin up / spin down) is 8.9 / 8.9 eV.

Results of the natural (NBO) charge analysis, in e, for atoms 1 through 6:
1 C -0.249
2 N -0.065
3 O -0.552
4 H 0.207
5 H 0.177
6 H 0.413

Q: Which of them is the least stable? A: <B>.

<A>
Below is 2 unconnected molecules or ions with the total composition HN3O3, with properties calculated with ωB97M-V/def2-TZVPD.

```
! wB97M-V def2-TZVPD RIJCOSX def2/J DEFGRID3
* xyz 0 1
N 1.1058 0.8892 0.0261
N 0.0362 0.2511 -0.2299
N -0.8100 -0.3887 0.5906
O -0.6130 -0.2911 1.7793
O 1.9066 1.1203 -0.8026
O -1.6716 -1.1088 0.1283
H 0.0461 -0.4722 -1.4918
*
```

The value obtained for the LUMO energy is -1.179 eV. The value obtained for the HOMO energy is -10.561 eV. Its frontier orbital gap is 9.4 eV.

Results of the natural (NBO) charge analysis, in e, for atoms 1 through 6:
1 N 0.275
2 N -0.241
3 N 0.613
4 O -0.338
5 O -0.288
6 O -0.352

<B>
Below is a single HN3O3 molecule, with properties calculated with ωB97M-V/def2-TZVPD.

```
! wB97M-V def2-TZVPD RIJCOSX def2/J DEFGRID3
* xyz 0 1
H 1.1583 -1.5249 2.1231
N 0.7898 -1.3148 1.2286
N 0.2325 -0.2486 0.9304
O -0.1825 -0.2909 -0.4514
N -0.5416 0.8862 -1.1108
O -0.7180 1.7975 -0.4482
O -0.7384 0.6955 -2.2718
*
```

The value obtained for the LUMO energy is -0.362 eV. The SMILES is [H]/N=N/O[N+](=O)[O-]. The value obtained for the HOMO energy is -10.828 eV. Its frontier orbital gap is 10.5 eV.

Results of the natural (NBO) charge analysis, in e, for atoms 1 through 6:
1 H 0.381
2 N -0.349
3 N 0.149
4 O -0.289
5 N 0.746
6 O -0.303

Q: Which of them is the least stable? A: <A>.

<A>
Below is 2 unconnected molecules or ions with the total composition C2H6ClN, with properties calculated with ωB97M-V/def2-TZVPD.

```
! wB97M-V def2-TZVPD RIJCOSX def2/J DEFGRID3
* xyz 0 1
C 0.7911 -1.0858 0.8804
C -1.0234 1.2785 -0.0382
N -0.9152 0.6579 -1.1132
Cl -0.7297 2.9772 -0.2282
H 0.5427 -0.1818 0.5473
H 0.7120 -1.1688 1.9572
H 0.0920 -1.7792 0.4203
H 1.8080 -1.4158 0.5863
H -0.5185 1.0518 -1.9698
H -0.7591 -0.3340 -1.0419
*
```

The value obtained for the LUMO energy is 0.894 eV. The value obtained for the HOMO energy is -8.820 eV. Its frontier orbital gap is 9.7 eV.

Results of the natural (NBO) charge analysis, in e, for atoms 1 through 6:
1 C -0.831
2 C 0.055
3 N -0.752
4 Cl -0.073
5 H 0.201
6 H 0.224

<B>
Below is 3 unconnected molecules or ions with the total composition C2H6ClN, with properties calculated with ωB97M-V/def2-TZVPD.

```
! wB97M-V def2-TZVPD RIJCOSX def2/J DEFGRID3
* xyz 0 1
C -0.4223 1.9163 0.4699
C -0.6826 0.6628 -0.0259
N 1.1320 -1.6295 -0.1602
Cl -1.6836 -0.5501 0.6112
H 0.1037 2.6654 -0.0702
H 1.5449 -2.2115 -1.3467
H -0.8103 2.3411 1.3830
H -0.3072 0.3458 -0.9646
H 0.8032 -2.4105 0.4270
H 0.3223 -1.1298 -0.3236
*
```

The value obtained for the LUMO energy is 0.895 eV. The value obtained for the HOMO energy is -9.645 eV. Its frontier orbital gap is 10.5 eV.

Results of the natural (NBO) charge analysis, in e, for atoms 1 through 6:
1 C -0.384
2 C -0.246
3 N -1.018
4 Cl 0.019
5 H 0.211
6 H 0.330

Q: Which of them is the least stable? A: <B>.

<A>
Below is a single C5H8OSi molecule, with properties calculated with ωB97M-V/def2-TZVPD.

```
! wB97M-V def2-TZVPD RIJCOSX def2/J DEFGRID3
* xyz 0 1
C 0.8826 -0.6259 -1.5001
C -0.4551 -0.1888 -1.9514
C 1.1351 -1.0180 -0.2753
C -1.5130 -0.0263 -1.1799
C -0.3422 0.8647 1.8987
O 0.8679 1.5937 1.8198
Si -0.2160 -0.7178 0.9717
H 1.6391 -0.4767 -2.2224
H -0.4513 -0.0810 -3.0338
H 2.1348 -1.3937 -0.2415
H -2.4231 0.4637 -1.4564
H -1.1414 1.3821 1.3750
H -0.5786 0.7121 2.9125
H 1.4420 1.2943 1.1951
H -0.9809 -1.7823 1.6878
*
```

The value obtained for the LUMO energy is 0.110 eV. The value obtained for the HOMO energy is -8.520 eV. Its frontier orbital gap is 8.6 eV.

Results of the natural (NBO) charge analysis, in e, for atoms 1 through 6:
1 C -0.111
2 C -0.359
3 C -0.742
4 C -0.363
5 C -0.528
6 O -0.711

<B>
Below is a single C5H8OSi molecule, with properties calculated with ωB97M-V/def2-TZVPD.

```
! wB97M-V def2-TZVPD RIJCOSX def2/J DEFGRID3
* xyz 0 1
C 1.9103 0.7515 -0.7219
C 2.4151 -0.4856 -0.1684
C 0.7418 1.3359 -0.3733
C 1.8051 -1.2393 0.6881
C -2.1334 -0.0029 0.2260
O -2.1449 -0.5954 -1.0785
Si -0.3433 0.2909 0.7777
H 2.4297 1.2435 -1.5296
H 3.3337 -0.8580 -0.6111
H 0.6218 2.3097 -0.6282
H 2.2371 -2.1610 0.9714
H -2.3896 -0.7594 0.9435
H -2.9038 0.7467 0.3487
H -1.7685 0.0261 -1.7252
H -0.4161 0.3792 2.2207
*
```

The value obtained for the LUMO energy (spin up / spin down) is -0.016 / -0.016 eV. The value obtained for the HOMO energy (spin up / spin down) is -8.719 / -8.719 eV. Its frontier orbital gap (spin up / spin down) is 8.7 / 8.7 eV.

Results of the natural (NBO) charge analysis, in e, for atoms 1 through 6:
1 C -0.120
2 C -0.378
3 C -0.700
4 C -0.305
5 C -0.521
6 O -0.721

Q: Which of them is the least stable? A: <B>.

<A>
Below is a molecular structure, C13H23Cl3EuNO4P2, with properties calculated with ωB97M-V/def2-TZVPD.

```
! wB97M-V def2-TZVPD RIJCOSX def2/J DEFGRID3
* xyz 1 8
Eu -1.0460 0.9783 0.5537
P 0.3751 2.4252 -1.7898
C 0.3469 0.9370 -2.7546
C 0.7298 -0.3230 -2.2038
N 0.3852 -0.6663 -0.9045
C 1.0053 -1.6968 -0.3085
C 1.9375 -2.4773 -0.9897
C 2.2048 -2.2381 -2.3368
C 1.5624 -1.1871 -2.9705
C 0.7231 -2.0462 1.1612
P -0.9573 -1.9398 1.8374
H 1.7675 -0.9157 -4.0010
H 2.3876 -3.3114 -0.4456
H 2.9215 -2.8542 -2.8699
H 0.9790 -3.1155 1.2780
H 1.4127 -1.4655 1.8098
H -4.5449 0.0078 -3.2789
H 0.2353 0.9673 -3.8455
H -4.4360 -0.1029 1.3791
O -4.1145 -0.8028 -3.5688
H -3.2304 -0.8064 -3.1837
H -3.2138 0.7118 0.9203
O -3.5429 0.1074 1.6529
H -1.8241 -1.0202 1.1797
C -1.9020 -3.4259 1.5234
H -1.4328 -4.2900 2.0172
H -2.9070 -3.2381 1.9312
H -1.9795 -3.5809 0.4373
C -0.7409 -1.6918 3.5827
H -1.7020 -1.4019 4.0131
H -0.4173 -2.6412 4.0230
H 0.0135 -0.9311 3.8055
C 2.1821 2.6890 -1.4953
H 2.7370 2.7224 -2.4468
H 2.2426 3.6525 -0.9736
H 2.5709 1.8914 -0.8410
C -0.0696 3.6257 -3.1090
H -0.2731 4.5746 -2.5968
H 0.7485 3.7566 -3.8340
H -0.9852 3.2805 -3.6129
Cl 1.1466 3.7215 4.4866
C 1.8186 2.4867 3.4333
Cl 3.1613 3.1654 2.4910
Cl 2.3228 1.0789 4.4036
C 0.7325 1.9571 2.4151
O -0.5042 2.2267 2.5490
O 1.1736 1.2063 1.4771
*
```

The value obtained for the LUMO energy (spin up / spin down) is -3.878 / -3.836 eV. The value obtained for the HOMO energy (spin up / spin down) is -8.683 / -8.692 eV. Its frontier orbital gap (spin up / spin down) is 4.8 / 4.9 eV.

Results of the Mulliken charge analysis, in e, for atoms 1 through 6:
1 Eu 0.685
2 P 0.431
3 C -1.171
4 C 0.763
5 N 0.120
6 C 0.682

<B>
Below is a molecular structure, C13H23Cl3EuNO4P2, with properties calculated with ωB97M-V/def2-TZVPD.

```
! wB97M-V def2-TZVPD RIJCOSX def2/J DEFGRID3
* xyz 1 8
Eu 0.2412 0.4179 1.5338
P -2.6980 -0.5451 1.4990
C -2.3159 -1.8553 0.3824
C -1.4963 -1.7272 -0.7657
N -0.3719 -0.9071 -0.7231
C 0.2328 -0.5814 -1.8700
C -0.2080 -1.0327 -3.1242
C -1.2346 -1.9614 -3.1902
C -1.8028 -2.3836 -1.9955
C 1.3650 0.4593 -1.9376
P 2.6670 0.5776 -0.7190
H -2.5413 -3.1814 -1.9719
H 0.2668 -0.6252 -4.0186
H -1.5431 -2.3588 -4.1655
H 1.9278 0.2551 -2.8626
H 0.8885 1.4518 -1.9987
H 0.9529 -4.5040 3.1029
H -2.7575 -2.8424 0.5531
H 3.7152 -0.6135 3.1999
O 1.2767 -4.8897 2.3210
H 1.0138 -4.2588 1.6106
H 2.3611 -0.0115 2.6790
O 3.3574 0.0906 2.6725
H 2.2080 0.0070 0.5056
C 3.9810 -0.5670 -1.1076
H 4.4591 -0.3053 -2.0564
H 4.7390 -0.5481 -0.3128
H 3.5790 -1.5834 -1.1741
C 3.3288 2.2320 -0.7852
H 3.9984 2.4299 0.0564
H 3.9136 2.3630 -1.7069
H 2.5427 2.9941 -0.7761
C -3.7659 0.5049 0.4073
H -4.5975 -0.0983 0.0160
H -4.1544 1.4040 0.9079
H -3.1484 0.8491 -0.4316
C -3.7287 -1.4332 2.7518
H -3.9030 -0.7818 3.6213
H -4.6941 -1.7849 2.3686
H -3.1540 -2.3009 3.1036
Cl -0.6638 5.5768 1.9206
C -0.8818 4.5291 0.5205
Cl -2.5919 4.4416 0.0569
Cl 0.0925 5.0863 -0.8632
C -0.4069 3.0530 0.8498
O 0.2598 2.7975 1.9163
O -0.7084 2.1614 -0.0001
*
```

The value obtained for the LUMO energy (spin up / spin down) is -4.069 / -3.985 eV. The value obtained for the HOMO energy (spin up / spin down) is -8.694 / -8.705 eV. Its frontier orbital gap (spin up / spin down) is 4.6 / 4.7 eV.

Results of the Mulliken charge analysis, in e, for atoms 1 through 6:
1 Eu 0.862
2 P 0.409
3 C -1.211
4 C 0.595
5 N 0.135
6 C 0.647

Q: Which of them is the least stable? A: <B>.